Entry from the OMol25 dataset: a molecular structure, C6H12FO6Rb at a distorted geometry (the ωB97M-V functional and the def2-TZVPD basis).

The geometry in XYZ format:
```
26
Properties=species:S:1:pos:R:3:forces:R:3
Rb -1.718 0.441 -1.356 -1.389 4.171 -1.598
F -1.313 -0.974 0.329 -1.519 -5.043 -0.370
C 3.656 -3.058 -2.392 0.145 0.152 2.373
O 2.275 -3.096 -2.600 -1.414 -0.326 -2.164
C 1.344 -2.658 -1.726 3.394 -0.468 2.153
O 1.610 -2.409 -0.576 -0.176 0.421 0.135
O 0.217 -2.646 -2.301 -2.744 0.115 -2.514
C -1.013 -2.229 -1.664 0.537 -2.291 -0.556
H 4.208 -3.722 -3.057 -0.497 0.401 -0.423
H 3.820 -3.442 -1.385 0.342 -0.036 0.182
H 3.990 -2.021 -2.354 0.309 -0.066 -0.492
H -1.366 -1.303 -2.119 0.945 -2.328 -0.571
H -0.918 -2.182 -0.580 0.262 0.243 -0.482
H -1.754 -3.000 -1.878 0.059 -0.083 -0.351
C -0.960 5.053 2.416 -2.821 -0.474 -1.742
O -0.474 3.711 2.420 0.880 -0.176 0.497
C -1.220 2.639 1.940 0.701 1.492 1.238
O -2.289 2.691 1.400 -0.609 0.517 -0.794
O -0.554 1.583 2.242 1.738 0.454 1.683
C -0.894 0.335 1.652 -0.987 0.950 0.468
H -1.192 5.283 1.377 -0.034 0.244 -0.185
H -0.445 5.943 2.777 1.288 -1.153 0.530
H -1.938 5.061 2.899 -0.060 0.037 0.235
H -1.773 -0.112 2.116 -0.106 0.679 0.305
H -0.124 -0.422 1.803 0.525 1.119 -0.068
H -1.174 0.532 0.618 1.228 1.452 2.509
```
Forces are in eV/Å.

Calculated values
net charge: 0
F_max: 5.3 eV Å⁻¹
HOMO level: -8.692 eV
frontier orbital gap: 8.2 eV
2S+1: 1


Entry from the OMol25 dataset: 2 unconnected molecules or ions with the total composition C6H12N at a distorted geometry (the ωB97M-V functional and the def2-TZVPD basis).

The geometry in XYZ format:
```
19
Properties=species:S:1:pos:R:3:forces:R:3
C 3.248 0.273 -0.369 0.951 -0.480 -0.645
C 4.441 -0.088 -0.714 -1.954 2.818 1.287
C -0.458 0.426 -0.596 1.327 0.406 -1.185
C -1.555 1.046 -1.336 0.341 2.010 0.215
C 0.336 -0.699 1.258 1.585 -0.948 4.290
C -2.185 -0.492 0.933 3.478 0.700 -0.298
N -0.733 -0.209 0.460 -0.655 -0.279 0.491
H 4.997 -0.936 -0.786 1.224 -2.418 -0.527
H 5.032 0.841 -0.562 -0.219 0.062 -0.211
H 0.655 0.511 -0.870 -1.749 -0.004 0.369
H -2.421 1.072 -0.663 0.182 0.506 -0.709
H -1.813 0.544 -2.244 -0.035 -0.413 -0.680
H -1.204 2.089 -1.609 -0.648 -1.084 0.222
H 1.390 -0.421 1.080 -0.940 0.895 -0.842
H 0.189 -0.414 2.390 -0.079 -0.505 -2.174
H 0.444 -1.782 1.241 -0.775 -0.273 -0.057
H -2.038 -1.330 1.536 -0.315 -1.521 0.909
H -2.472 0.331 1.522 -0.585 1.032 0.650
H -2.765 -0.645 0.085 -1.136 -0.507 -1.103
```
Forces are in eV/Å.

Calculated values
net charge: +1
F_max: 4.7 eV Å⁻¹
HOMO level: -14.180 eV
frontier orbital gap: 10.4 eV
2S+1: 1


Entry from the OMol25 dataset: 2 unconnected molecules or ions with the total composition C6H12N at a distorted geometry (the ωB97M-V functional and the def2-TZVPD basis).

The geometry in XYZ format:
```
19
Properties=species:S:1:pos:R:3:forces:R:3
C 1.925 0.744 -0.610 0.272 1.154 -0.548
C 0.868 1.473 -0.111 1.736 -3.097 -1.105
C 1.515 -0.640 -1.046 -0.390 1.008 0.283
C -0.239 0.583 -0.149 -1.365 -0.267 1.543
C -1.614 1.106 0.049 -0.852 -0.501 -2.748
C -0.344 -1.129 1.775 0.550 0.141 -1.998
N 0.042 -0.528 -1.133 -2.176 -1.727 1.317
H 2.927 1.106 -0.821 -0.163 -0.077 0.263
H 0.878 2.484 0.243 -0.102 0.157 0.203
H 1.827 -1.004 -1.980 1.081 -0.216 -1.152
H 1.698 -1.378 -0.298 0.360 -0.560 0.722
H -1.847 1.230 1.091 -0.075 0.502 0.270
H -2.345 0.323 -0.362 0.653 1.381 0.513
H -1.638 2.078 -0.584 -0.692 -1.428 1.282
H 0.531 -0.779 2.339 -0.585 -0.563 -0.319
H -0.371 -1.951 1.023 0.731 0.391 1.140
H -1.342 -0.843 1.990 -0.516 0.470 0.717
H -0.322 -0.275 -2.064 0.401 0.079 0.077
H -0.431 -1.526 -0.893 1.131 3.153 -0.460
```
Forces are in eV/Å.

Calculated values
net charge: +1
F_max: 3.7 eV Å⁻¹
HOMO level (alpha / beta): -12.689 / -12.247 eV
frontier orbital gap (alpha / beta): 8.2 / 8.3 eV
2S+1: 1


Entry from the OMol25 dataset: a gas-phase ion, C6H12N (charge +1) at a distorted geometry (the ωB97M-V functional and the def2-TZVPD basis).

The geometry in XYZ format:
```
19
Properties=species:S:1:pos:R:3:forces:R:3
C -1.311 0.600 1.687 0.245 0.443 2.734
C -0.408 -0.211 1.172 0.118 0.041 0.959
C -1.837 1.642 0.826 -3.350 1.635 1.021
C 0.032 -0.268 -0.148 -0.863 1.374 0.057
C 1.971 -1.201 -1.161 -0.130 0.260 0.073
C 0.544 -1.485 -0.584 2.396 -5.424 -0.276
N 0.120 0.709 -0.972 0.798 0.479 -2.769
H -1.511 0.660 2.876 0.311 -0.468 -3.109
H 0.150 -0.926 1.670 0.348 -1.294 1.836
H -2.093 1.395 -0.228 0.575 0.070 0.776
H -2.833 1.960 1.315 1.586 0.123 -0.990
H 1.935 -0.492 -1.978 0.133 -0.281 -0.560
H 2.547 -2.059 -1.468 -0.189 -0.410 -0.085
H 2.572 -0.660 -0.418 -0.231 -0.319 0.163
H 0.727 -2.231 0.302 -0.696 1.455 -1.573
H -0.199 -2.033 -1.237 0.978 0.633 0.217
H 0.509 0.499 -1.943 -0.802 0.707 1.942
H -1.093 2.453 0.940 -0.668 0.193 -0.387
H 0.179 1.648 -0.651 -0.559 0.782 -0.031
```
Forces are in eV/Å.

Calculated values
net charge: +1
SMILES string: C/C=C\C(=[NH2+])CC
F_max: 5.9 eV Å⁻¹
HOMO level: -14.724 eV
frontier orbital gap: 9.8 eV
2S+1: 1


Entry from the OMol25 dataset: 2 unconnected molecules or ions with the total composition C6H12N at a distorted geometry (the ωB97M-V functional and the def2-TZVPD basis).

The geometry in XYZ format:
```
19
Properties=species:S:1:pos:R:3:forces:R:3
C 1.814 2.401 -0.212 0.197 -0.366 1.233
C 0.937 1.836 -1.041 0.345 -1.443 -0.617
C -0.483 1.664 -0.704 0.539 -0.759 -0.039
C -1.376 0.933 -1.370 0.220 -0.086 -0.045
H 1.545 2.638 0.838 -0.173 0.518 -0.916
H 2.878 2.496 -0.403 -0.200 -0.158 -0.278
H 1.319 1.231 -1.910 -0.451 1.308 0.344
H -0.738 2.010 0.269 -0.464 0.835 0.616
H -2.393 0.818 -0.998 0.208 -0.008 -0.196
H -1.082 0.427 -2.287 -0.296 0.201 -0.153
C -0.849 -1.870 0.703 0.897 -0.462 1.587
C -0.808 -2.831 1.637 0.542 0.332 -1.005
N 0.394 -1.113 0.393 -0.389 1.037 0.057
H -1.691 -1.469 0.172 -0.319 0.022 0.145
H -1.754 -3.257 1.948 0.174 -0.233 -0.076
H 0.144 -3.282 2.036 -1.140 0.841 -0.238
H 1.220 -1.600 0.672 0.800 -0.786 0.064
H 0.438 -0.858 -0.590 0.104 -0.165 -0.398
H 0.485 -0.177 0.848 -0.593 -0.627 -0.086
```
Forces are in eV/Å.

Calculated values
net charge: +1
F_max: 1.9 eV Å⁻¹
HOMO level: -12.984 eV
frontier orbital gap: 9.5 eV
2S+1: 1


Entry from the OMol25 dataset: a gas-phase ion, C6H12N (charge +1) at a distorted geometry (the ωB97M-V functional and the def2-TZVPD basis).

The geometry in XYZ format:
```
19
Properties=species:S:1:pos:R:3:forces:R:3
C 2.362 -0.375 0.571 0.064 2.736 -0.120
C 2.050 -1.033 -0.466 -1.826 -4.319 -5.679
C 0.768 -0.456 -0.051 1.167 0.991 -1.006
C -1.559 -1.326 -0.208 -0.815 -0.349 0.065
C 0.083 2.092 0.140 -4.935 -1.215 0.172
C -0.348 -1.102 0.585 1.716 -2.319 3.178
N 0.397 0.869 -0.712 -0.728 0.890 -1.990
H 2.820 -0.172 1.400 1.596 0.620 5.212
H 2.338 -1.667 -1.329 -0.215 1.090 0.414
H -1.298 -1.981 -0.976 -0.142 -0.978 -1.721
H -1.937 -0.398 -0.547 -0.753 0.829 -0.686
H -2.313 -1.795 0.417 -0.054 -0.003 -0.011
H -0.857 1.945 0.828 1.899 -0.494 -1.200
H 0.890 2.248 0.718 2.830 0.671 1.913
H -0.255 2.984 -0.378 0.629 -0.223 -0.909
H 0.069 -2.108 0.980 -0.695 1.657 -0.511
H -0.702 -0.562 1.429 0.032 0.741 1.261
H 1.051 1.154 -1.446 1.489 -0.115 0.840
H -0.306 0.691 -1.436 -1.258 -0.209 0.779
```
Forces are in eV/Å.

Calculated values
net charge: +1
F_max: 7.4 eV Å⁻¹
HOMO level (alpha / beta): -9.176 / -14.336 eV
frontier orbital gap (alpha / beta): 6.0 / 6.8 eV
⟨S²⟩: 2.006
2S+1: 3


Entry from the OMol25 dataset: 2 unconnected molecules or ions with the total composition C6H12N at a distorted geometry (the ωB97M-V functional and the def2-TZVPD basis).

The geometry in XYZ format:
```
19
Properties=species:S:1:pos:R:3:forces:R:3
C -0.590 -1.130 0.370 -4.203 -6.115 -4.436
C -0.510 0.706 2.212 -1.042 -0.380 -0.236
C 0.875 0.490 1.873 -0.116 -1.174 -0.597
C 0.521 -1.883 -0.248 -0.458 -1.592 0.738
C -0.784 0.620 -2.257 -2.279 3.260 -2.688
C 0.072 1.623 -2.164 2.549 -1.063 2.360
N -0.186 -0.116 1.094 1.840 6.718 3.923
H -0.769 0.056 3.000 -0.710 -0.659 1.354
H -1.129 1.575 2.200 -0.182 0.681 -0.658
H 1.476 1.082 1.284 1.138 1.857 -1.081
H 1.421 -0.093 2.550 0.793 -1.167 0.771
H 0.406 -2.618 -1.074 -0.806 0.294 0.970
H 1.085 -2.355 0.602 -0.103 -0.024 -0.675
H 1.199 -1.201 -0.661 1.468 1.486 -0.568
H -1.690 0.740 -2.909 0.908 -0.286 0.866
H -0.577 -0.248 -1.855 0.682 -4.372 1.875
H -1.730 -1.259 0.215 2.334 0.153 0.360
H 1.035 1.544 -1.514 -1.816 0.271 -1.419
H -0.126 2.467 -2.719 0.001 2.112 -0.859
```
Forces are in eV/Å.

Calculated values
net charge: +1
F_max: 8.6 eV Å⁻¹
HOMO level (alpha / beta): -11.502 / -13.898 eV
frontier orbital gap (alpha / beta): 8.9 / 4.7 eV
⟨S²⟩: 2.009
2S+1: 3


Entry from the OMol25 dataset: a gas-phase ion, C6H12N (charge +2) at a distorted geometry (the ωB97M-V functional and the def2-TZVPD basis).

The geometry in XYZ format:
```
19
Properties=species:S:1:pos:R:3:forces:R:3
C 2.236 0.543 0.973 -0.502 0.252 0.767
C 1.495 -0.414 0.047 -0.405 0.427 -0.774
C 0.156 -0.986 0.541 0.908 0.459 -0.652
C -1.095 -0.380 0.076 -0.858 1.675 1.501
C -2.291 -0.525 0.789 -0.152 -1.134 -0.848
C -1.464 0.906 -2.067 -1.227 0.134 -0.312
N -0.951 0.680 -0.882 0.407 0.287 -0.199
H 1.567 1.290 1.421 -0.050 -0.033 -0.111
H 2.992 1.102 0.431 0.179 -0.185 -0.078
H 2.693 0.027 1.816 0.114 -0.046 -0.082
H 2.107 -1.266 -0.181 0.499 -0.403 -0.080
H 1.349 0.097 -0.909 0.157 -0.289 -0.114
H 0.246 -1.101 1.627 -0.696 -0.284 0.208
H 0.066 -2.029 0.144 -0.188 -0.176 0.199
H -3.145 0.139 0.688 0.105 0.103 0.082
H -2.387 -1.439 1.367 -0.126 0.170 0.369
H -0.866 1.088 -2.961 0.690 1.189 0.538
H -2.535 0.988 -2.298 -0.080 -1.501 0.381
H -0.171 1.280 -0.620 1.225 -0.645 -0.795
```
Forces are in eV/Å.

Calculated values
net charge: +2
F_max: 2.4 eV Å⁻¹
HOMO level (alpha / beta): -19.788 / -19.772 eV
frontier orbital gap (alpha / beta): 8.0 / 6.2 eV
⟨S²⟩: 0.758
2S+1: 2


Entry from the OMol25 dataset: 2 unconnected molecules or ions with the total composition C6H12N2 at a distorted geometry (the ωB97M-V functional and the def2-TZVPD basis).

The geometry in XYZ format:
```
20
Properties=species:S:1:pos:R:3:forces:R:3
C -0.253 -1.094 -1.722 0.174 -1.537 -1.274
C -0.050 1.787 0.269 -2.483 0.399 -1.002
C -0.543 0.211 -1.178 1.475 3.158 1.616
C -1.539 1.145 -1.211 -0.605 -2.399 -1.589
N 0.431 0.746 -0.310 0.479 -0.513 0.816
N -1.314 2.121 -0.287 1.069 -0.346 0.269
H 0.269 2.433 1.057 0.835 -0.089 0.281
H -2.106 2.434 0.250 0.188 0.600 0.030
H -2.323 1.093 -1.959 -0.410 0.438 0.654
H -0.142 -1.839 -0.926 -0.907 0.036 0.064
H 0.740 -1.244 -2.163 -0.137 0.849 -0.350
H -1.008 -1.347 -2.480 0.202 -0.456 0.356
C 0.886 -2.294 2.219 -0.110 -2.470 2.847
C 1.884 -1.480 1.473 -0.250 1.687 -0.285
H 1.303 -2.533 3.237 -0.383 0.231 -0.653
H -0.100 -1.896 2.460 0.191 1.026 -0.373
H 0.554 -3.302 1.892 0.920 0.395 -0.644
H 2.949 -1.463 1.671 0.267 -1.484 0.410
H 1.728 -0.438 1.773 -0.545 0.105 -0.621
H 1.749 -1.583 0.414 0.031 0.370 -0.553
```
Forces are in eV/Å.

Calculated values
net charge: 0
SMILES string: Cc1c[nH]cn1.CC
F_max: 3.8 eV Å⁻¹
HOMO level: -8.577 eV
frontier orbital gap: 9.5 eV
2S+1: 1


Entry from the OMol25 dataset: 3 unconnected molecules or ions with the total composition C6H12N2 (the ωB97M-V functional and the def2-TZVPD basis).

The geometry in XYZ format:
```
20
Properties=species:S:1:pos:R:3:forces:R:3
C -0.234 0.088 0.177 0.248 -0.400 -0.213
C -2.383 -0.587 -0.270 -0.950 -0.029 -0.065
C 3.239 -0.062 0.666 0.035 -0.089 0.046
C -3.084 0.695 0.082 -0.022 0.052 0.009
C 0.088 -1.064 -0.410 -0.212 0.626 0.379
C 2.050 0.640 0.081 0.714 0.636 -0.102
N 0.462 -2.087 -0.907 0.381 -0.386 -0.177
N 2.005 1.745 -0.507 0.033 -0.161 0.120
H -0.178 -2.794 -1.252 -0.129 0.092 0.016
H 2.915 2.234 -0.582 -0.170 -0.205 0.032
H -0.313 1.002 -0.393 0.005 -0.102 -0.005
H -0.343 0.110 1.250 -0.025 -0.037 0.002
H -2.439 -0.867 -1.321 0.116 0.023 0.015
H -2.573 -1.426 0.395 0.087 0.026 0.014
H 3.358 -1.044 0.201 -0.022 0.057 0.017
H 3.087 -0.233 1.735 -0.003 0.018 -0.070
H 4.170 0.511 0.529 -0.171 -0.035 -0.014
H -2.936 0.962 1.132 0.001 -0.016 -0.049
H -4.170 0.643 -0.082 0.095 -0.017 0.015
H -2.720 1.533 -0.522 -0.012 -0.053 0.030
```
Forces are in eV/Å.

Calculated values
net charge: 0
F_max: 1.0 eV Å⁻¹
HOMO level (alpha / beta): -6.539 / -6.219 eV
frontier orbital gap (alpha / beta): 7.5 / 6.8 eV
2S+1: 1


Entry from the OMol25 dataset: 2 unconnected molecules or ions with the total composition C6H12N2 at a distorted geometry (the ωB97M-V functional and the def2-TZVPD basis).

The geometry in XYZ format:
```
20
Properties=species:S:1:pos:R:3:forces:R:3
C -2.675 0.560 1.672 0.083 0.363 -0.167
C -2.769 -0.950 1.777 0.000 -0.960 0.701
H -3.648 0.979 1.446 -0.200 0.182 0.042
H -2.321 1.040 2.591 -0.035 -0.172 -0.115
H -2.017 0.883 0.865 0.064 -0.081 0.004
H -2.083 -1.516 1.149 0.145 0.263 -0.209
H -2.580 -1.314 2.793 0.106 0.208 -0.020
H -3.759 -1.348 1.564 -0.151 0.203 -0.252
C 0.895 2.051 -1.508 0.668 0.347 -1.193
C 1.040 0.692 -0.924 -0.395 0.250 0.397
C 0.845 0.311 0.369 0.179 0.198 -0.143
C 1.350 -1.422 -0.864 -0.040 -0.098 -0.740
N 1.343 -0.402 -1.686 0.131 -0.146 -0.243
N 1.052 -1.051 0.393 -0.173 0.120 1.031
H 1.868 2.526 -1.701 -0.053 -0.183 0.270
H 0.306 2.779 -0.956 -0.161 -0.286 0.301
H 0.632 0.923 1.222 -0.110 -0.176 0.303
H 1.512 -2.437 -1.185 0.072 -0.088 0.234
H 0.972 -1.627 1.222 0.081 0.061 -0.438
H 0.480 1.955 -2.519 -0.209 -0.005 0.239
```
Forces are in eV/Å.

Calculated values
net charge: 0
SMILES string: Cc1c[nH]cn1.CC
F_max: 1.4 eV Å⁻¹
HOMO level: -8.595 eV
frontier orbital gap: 9.5 eV
2S+1: 1


Entry from the OMol25 dataset: 2 unconnected molecules or ions with the total composition C6H12N2 at a distorted geometry (the ωB97M-V functional and the def2-TZVPD basis).

The geometry in XYZ format:
```
20
Properties=species:S:1:pos:R:3:forces:R:3
C 2.037 2.153 0.000 3.202 0.631 -2.176
C 2.799 2.296 1.324 -2.329 -1.045 0.267
H 2.367 2.824 -0.873 0.058 -0.261 1.478
H 2.531 1.214 -0.346 -1.884 -0.084 -0.253
H 0.986 2.351 -0.010 -0.710 -0.975 0.441
H 2.246 1.562 1.978 0.946 0.537 -0.272
H 3.828 1.982 1.221 0.236 0.274 0.141
H 2.631 3.238 1.791 0.455 0.890 0.368
C -2.730 0.085 0.301 1.319 1.591 3.577
C 0.062 -1.963 0.114 1.376 1.910 -0.638
C -1.388 -0.391 -0.096 -0.646 -0.978 -2.427
C -0.973 -0.635 -1.415 1.314 0.127 3.233
N -0.701 -1.161 0.802 -0.539 -1.117 0.243
N 0.122 -1.495 -1.201 -0.995 -1.603 -0.705
H 0.745 -2.719 0.544 -0.457 0.626 -0.560
H 0.484 -2.077 -1.942 0.160 0.157 -0.016
H -1.280 -0.149 -2.324 0.275 -0.311 -0.188
H -2.833 1.166 0.272 -0.203 0.253 -0.596
H -2.624 -0.051 1.464 -1.216 -0.259 -2.066
H -3.543 -0.400 -0.203 -0.364 -0.365 0.149
```
Forces are in eV/Å.

Calculated values
net charge: 0
SMILES string: Cc1c[nH]cn1.CC
F_max: 4.1 eV Å⁻¹
HOMO level: -8.494 eV
frontier orbital gap: 9.4 eV
2S+1: 1